A cluster of 9 separate species, C19H59N2O12PS9 in total. Source: the Open Molecules 2025 dataset; level of theory: ωB97M-V/def2-TZVPD.

For the HOMO-LUMO gap, the calculation gives 0.328 Eh. The HOMO energy is -0.30719 Eh. Its charge is 0. Its LUMO energy is 0.6 eV.

Positions of all 102 atoms, in Å:
N (3.15681, -1.94026, 0.41773)
P (2.37360, -2.09121, -0.89425)
O (2.08856, -3.59628, -1.44446)
S (0.64567, -4.17672, -1.94477)
O (0.11673, -3.31142, -2.96992)
O (-0.04333, -3.76828, -0.55795)
C (-1.47654, -3.59911, -0.48557)
C (-1.84509, -2.21386, -0.00403)
O (-0.81794, -1.64741, 0.80413)
C (-2.07371, -1.28388, -1.20139)
N (-1.92798, 0.11833, -0.82597)
H (3.43814, -2.77991, 0.90166)
H (2.99723, -1.56680, -2.03368)
H (1.11716, -1.48619, -0.95896)
H (-1.91853, -3.73925, -1.47577)
H (-1.85197, -4.36590, 0.18377)
H (-2.76045, -2.34660, 0.57410)
H (-0.94706, -1.92378, 1.71594)
H (-3.10244, -1.43029, -1.53653)
H (-1.42696, -1.59783, -2.03120)
H (-1.04220, 0.26725, -0.36081)
H (-1.93753, 0.68447, -1.66497)
C (7.05210, 0.64741, 3.80176)
S (5.32632, 1.04154, 3.49958)
O (4.68335, 1.16706, 4.83648)
C (4.86829, -0.56133, 2.84767)
H (7.51266, 1.52038, 4.25877)
H (7.11301, -0.19605, 4.48944)
H (7.54677, 0.41878, 2.85767)
H (5.08945, -1.31830, 3.60084)
H (5.41285, -0.75020, 1.92327)
H (3.80533, -0.54408, 2.62127)
C (-6.80850, -0.59925, -1.36343)
S (-6.97922, -2.01634, -2.44324)
O (-5.63194, -2.47624, -2.87838)
C (-7.68558, -1.12757, -3.83344)
H (-6.31338, -0.93382, -0.45243)
H (-6.24655, 0.21379, -1.81792)
H (-7.82059, -0.26499, -1.12772)
H (-6.97528, -0.36249, -4.14496)
H (-8.63450, -0.68365, -3.53368)
H (-7.84647, -1.84613, -4.63425)
C (-4.50166, 3.85228, -3.46696)
S (-4.05369, 3.08234, -1.91819)
O (-4.75842, 1.76883, -1.90372)
C (-5.00858, 4.16223, -0.84994)
H (-4.02909, 3.28889, -4.26810)
H (-5.58687, 3.83544, -3.57793)
H (-4.12476, 4.87461, -3.48960)
H (-6.05686, 4.11687, -1.14495)
H (-4.62283, 5.17837, -0.93059)
H (-4.88546, 3.79801, 0.16761)
C (-3.61328, 3.59241, -8.70825)
S (-3.11198, 2.70568, -7.23020)
O (-2.80882, 3.74127, -6.20072)
C (-1.54242, 2.11664, -7.84715)
H (-4.56424, 4.07483, -8.49352)
H (-2.85644, 4.33998, -8.94485)
H (-3.73263, 2.88371, -9.52756)
H (-0.92824, 2.96583, -8.14436)
H (-1.71208, 1.44438, -8.68787)
H (-1.04837, 1.57178, -7.04630)
C (7.67017, 2.28435, 8.93623)
S (7.98627, 1.91353, 7.21509)
O (8.84651, 0.69959, 7.17021)
C (9.07046, 3.31244, 6.89942)
H (7.02971, 1.48911, 9.30923)
H (8.60888, 2.30997, 9.48934)
H (7.13493, 3.22937, 9.01893)
H (9.92635, 3.25804, 7.57190)
H (8.51475, 4.23862, 7.04460)
H (9.40255, 3.23802, 5.86578)
C (3.16657, -0.04387, -9.12329)
S (2.38255, 0.13812, -7.51892)
O (1.14717, 0.93620, -7.74689)
C (3.59037, 1.27171, -6.82979)
H (2.52318, -0.68461, -9.72233)
H (3.25794, 0.93776, -9.58721)
H (4.14254, -0.51270, -8.99878)
H (3.64910, 2.15593, -7.46365)
H (4.55672, 0.77287, -6.75782)
H (3.24042, 1.54467, -5.83662)
C (-6.61440, -4.79719, 1.36329)
S (-4.95076, -5.43657, 1.15889)
O (-4.02974, -4.27730, 1.32885)
C (-5.04518, -5.71089, -0.61217)
H (-6.72067, -4.51007, 2.40801)
H (-6.73922, -3.93228, 0.71551)
H (-7.33549, -5.57715, 1.11821)
H (-5.26278, -4.75842, -1.10051)
H (-5.80867, -6.45999, -0.82559)
H (-4.07107, -6.07895, -0.92936)
C (2.89363, 0.85392, 11.85257)
S (4.39370, 0.92720, 10.86897)
O (4.74169, 2.36662, 10.73090)
C (3.64694, 0.43067, 9.31402)
H (3.15211, 1.18481, 12.85605)
H (2.15160, 1.52135, 11.41529)
H (2.53001, -0.17301, 11.88171)
H (2.84940, 1.12961, 9.06407)
H (3.26599, -0.58653, 9.40385)
H (4.42215, 0.46709, 8.55075)

Atomic partial charges in e from the Mulliken method, atoms 1 to 5: number 1, N, carries -0.500; number 2, P, carries 0.504; number 3, O, carries -0.276; number 4, S, carries 0.553; number 5, O, carries -0.477